Computed, not measured: a single C8H14NO3P molecule at a distorted geometry, with ωB97M-V with the def2-TZVPD basis set.

XYZ file:
```
27
Properties=species:S:1:pos:R:3:mulliken_charge:R:1
C -1.4445 -0.2351 3.1674 -0.584
C -0.5428 -0.9444 2.2933 0.076
C -1.3259 1.1035 2.8038 -0.429
C -0.1444 -0.0014 1.3928 -0.210
C -1.0321 -1.8673 -2.7448 -1.125
C -0.5002 2.3538 0.8014 -0.761
C 3.3771 0.4408 -0.8704 -0.682
C -1.3056 -0.9235 -1.6930 -0.167
N -0.6414 1.2094 1.6538 0.197
O 1.2806 -1.8614 -0.5620 -0.729
O 1.9496 0.6762 -0.6761 -0.276
O -0.2314 -0.0127 -1.4410 -0.303
P 0.9205 -0.4592 -0.4019 0.961
H -1.9204 -0.7433 4.1136 0.277
H -0.2595 -2.0708 2.2714 0.336
H -2.0709 1.8866 3.0399 0.289
H -0.9187 -1.3238 -3.7213 0.283
H -0.0488 -2.3699 -2.6522 0.269
H -1.7866 -2.6609 -2.8039 0.336
H 0.5789 2.7806 1.0301 0.256
H -0.5256 2.1507 -0.2849 0.252
H -1.2065 3.1675 0.9260 0.327
H 3.8196 1.0025 -1.8545 0.207
H 3.4833 -0.6333 -1.1447 0.321
H 3.9244 0.7765 -0.0171 0.282
H -1.4222 -1.3997 -0.6574 0.347
H -2.0066 -0.0413 -1.9685 0.251
```

energy	-25443.625	eV
orbital gap	9.17	eV
E_HOMO	-8.39	eV
LUMO level	0.779	eV
F_max	6.036	eV/A
ΔE to the lowest compared entry with this formula, charge and spin	0.601	eV
SMILES string	CCO[P@@](=O)(OC)c1cccn1C

Computed, not measured: a single C4H10N2O2 molecule at a distorted geometry, with ωB97M-V with the def2-TZVPD basis set.

XYZ file:
```
18
Properties=species:S:1:pos:R:3:mulliken_charge:R:1
C -2.3495 -0.1275 -0.5870 -0.890
C -0.2046 0.5151 0.3251 -0.504
O -0.3741 1.8970 0.2271 -0.548
N -0.9128 -0.1384 -0.7678 -0.043
H 0.1409 2.2232 -0.5235 0.418
H -0.5848 0.2196 1.3144 0.402
H -2.8074 -0.5984 -1.4548 0.279
H -2.6547 0.9152 -0.5165 0.355
H -2.6575 -0.6570 0.3211 0.326
C 1.9454 -0.4490 1.3752 -1.367
C 1.2814 0.1016 0.1610 1.166
O -0.4399 -1.5373 -0.7521 -0.468
N 1.9540 0.3685 -0.8715 -0.773
H -0.0445 -1.6792 -1.6226 0.338
H 1.4061 0.7012 -1.6650 0.276
H 1.4365 -1.3600 1.6869 0.339
H 2.9877 -0.6666 1.1613 0.380
H 1.8778 0.2721 2.1886 0.315
```

energy	-11383.208	eV
orbital gap	10.55	eV
E_HOMO	-9.68	eV
LUMO level	0.872	eV
F_max	1.172	eV/A
ΔE to the lowest compared entry with this formula, charge and spin	3.695	eV
SMILES string	[H]/N=C(/C)[C@@H](O)N(C)O

What is the formula in the second record?
C4H10N2O2